(1)
{"formula": "C28H22Cl2CoN2O9P3", "method": "the ωB97M-V functional and the def2-TZVPD basis", "energy_ev": -141348.164, "homo_ev": -8.39, "de_lowest_kcal_mol": 0.00, "largest_force_ha_per_bohr": 0.0079, "symbols": ["Co", "O", "P", "O", "O", "O", "P", "O", "O", "O", "H", "H", "Cl", "C", "C", "C", "Cl", "C", "C", "C", "C", "N", "C", "C", "O", "H", "H", "H", "H", "O", "N", "C", "C", "C", "C", "C", "C", "C", "P", "C", "C", "C", "C", "C", "C", "C", "C", "C", "C", "C", "C", "H", "H", "H", "H", "H", "H", "H", "H", "H", "H", "H", "H", "H", "H", "H", "H"], "xyz": [[-1.06554, -0.53947, -0.43957], [-3.36809, -2.95851, 0.98309], [-1.80802, -2.99656, 1.27563], [-1.35413, -4.32809, 1.66395], [-1.09336, -2.33817, 0.07768], [-1.59268, -1.94926, 2.50538], [-1.84907, -0.37285, 2.56487], [-3.44348, -0.22311, 2.43985], [-1.30135, 0.21002, 3.79423], [-1.33082, 0.22446, 1.24766], [-3.62911, -2.14002, 0.52694], [-3.86393, -0.25371, 3.30711], [-5.93326, -0.52732, -0.21994], [-4.86325, 0.77671, -0.57592], [-5.37442, 2.07950, -0.72056], [-4.54719, 3.12119, -1.02354], [-5.20621, 4.71443, -1.21979], [-3.15442, 2.91621, -1.18237], [-2.21757, 3.91535, -1.52062], [-0.90297, 3.57881, -1.67012], [-0.49919, 2.25193, -1.44226], [-1.33639, 1.30782, -1.09275], [-2.66751, 1.61183, -0.99517], [-3.52113, 0.51558, -0.71704], [-2.97819, -0.68563, -0.64708], [-6.43591, 2.24288, -0.59870], [-2.55454, 4.93155, -1.67221], [-0.15741, 4.31316, -1.93924], [0.53965, 1.98071, -1.53990], [-1.96248, -1.40435, -2.91270], [-0.78975, -1.17406, -2.25680], [0.22575, -1.23541, -3.01621], [1.64072, -1.21839, -2.61821], [2.52382, -1.57553, -3.64182], [3.87967, -1.71415, -3.40779], [4.38048, -1.50824, -2.13060], [3.51756, -1.14483, -1.11076], [2.15448, -0.97121, -1.33901], [1.11900, -0.48579, 0.07593], [1.71156, 1.16597, 0.56033], [2.72182, 1.81547, -0.15049], [3.11140, 3.10176, 0.19376], [2.50066, 3.75063, 1.25713], [1.50109, 3.10763, 1.97304], [1.10101, 1.82400, 1.63149], [1.65444, -1.61352, 1.38474], [1.59035, -2.98642, 1.14480], [2.00368, -3.87663, 2.11959], [2.49449, -3.40626, 3.32887], [2.57804, -2.04242, 3.56303], [2.16166, -1.14303, 2.59361], [-2.63853, -1.28607, -2.19632], [0.02195, -1.43876, -4.06373], [2.12935, -1.76707, -4.63187], [4.53982, -1.99907, -4.21605], [5.43542, -1.63404, -1.92676], [3.90573, -0.99280, -0.11017], [3.20556, 1.33056, -0.98826], [3.89402, 3.59215, -0.37066], [2.80631, 4.75254, 1.52992], [1.01750, 3.60194, 2.80539], [0.30673, 1.35873, 2.19975], [1.18306, -3.36395, 0.21880], [1.90172, -4.93782, 1.94243], [2.80165, -4.10608, 4.09515], [2.95519, -1.67179, 4.50691], [2.22455, -0.08311, 2.79393]], "atomic_forces_ev_per_a": [[0.06, -0.17, 0.14], [0.00, 0.00, 0.09], [-0.12, -0.06, 0.08], [0.07, 0.01, -0.02], [0.39, 0.06, -0.11], [-0.06, 0.00, 0.02], [-0.01, -0.09, 0.08], [0.03, 0.04, 0.00], [0.01, 0.03, -0.03], [0.05, -0.16, 0.08], [0.03, 0.03, -0.05], [0.00, -0.02, 0.00], [-0.01, 0.01, -0.01], [-0.03, 0.03, 0.03], [0.02, -0.01, -0.01], [0.00, -0.03, 0.01], [0.00, 0.01, 0.00], [-0.04, 0.07, 0.02], [0.02, -0.01, -0.02], [0.01, -0.02, 0.02], [0.03, 0.05, -0.03], [-0.12, -0.01, -0.09], [0.00, 0.03, 0.00], [-0.02, -0.01, 0.01], [-0.16, 0.06, -0.16], [0.00, 0.00, 0.00], [0.00, 0.00, 0.02], [-0.01, 0.00, -0.01], [0.08, -0.02, 0.00], [-0.06, 0.05, -0.01], [-0.12, 0.38, -0.04], [0.10, -0.27, 0.07], [-0.02, 0.11, -0.07], [0.03, 0.02, 0.00], [-0.01, 0.01, 0.02], [-0.01, 0.00, -0.03], [0.05, -0.01, 0.02], [-0.07, -0.10, 0.08], [-0.09, 0.02, -0.01], [0.04, 0.01, -0.08], [0.00, 0.02, -0.03], [-0.01, 0.01, 0.02], [0.01, 0.00, -0.01], [0.02, -0.01, -0.01], [-0.04, 0.10, 0.06], [0.06, 0.03, -0.01], [-0.02, 0.00, 0.06], [-0.04, 0.01, -0.03], [0.01, 0.02, 0.01], [0.01, -0.03, 0.01], [-0.08, 0.03, 0.00], [0.03, -0.06, -0.02], [0.00, -0.06, 0.01], [0.00, 0.00, 0.00], [0.00, 0.00, 0.00], [0.00, 0.00, 0.00], [-0.01, -0.01, -0.01], [-0.02, 0.02, 0.02], [0.00, 0.00, 0.01], [0.00, 0.00, -0.01], [0.01, 0.00, 0.00], [0.08, -0.03, -0.03], [-0.04, -0.01, -0.04], [0.01, -0.01, 0.00], [0.00, 0.00, 0.00], [-0.01, 0.00, 0.00], [-0.01, -0.01, 0.00]], "nbo_charge": [1.0183, -1.0063, 2.5788, -1.1000, -1.0995, -1.1038, 2.5806, -1.0056, -1.1168, -1.1144, 0.5242, 0.5119, 0.0368, -0.1029, -0.2052, -0.0665, 0.0094, -0.0357, -0.1127, -0.2586, 0.0939, -0.4142, 0.0940, 0.3790, -0.7927, 0.2463, 0.2371, 0.2320, 0.2136, -0.5272, -0.0689, 0.0682, 0.0003, -0.2040, -0.1734, -0.1967, -0.1695, -0.3780, 1.1832, -0.4086, -0.2137, -0.2098, -0.1913, -0.2216, -0.1236, -0.4173, -0.1004, -0.2089, -0.1758, -0.2076, -0.1811, 0.5134, 0.2106, 0.2201, 0.2247, 0.2270, 0.2348, 0.2220, 0.2176, 0.2194, 0.2280, 0.2658, 0.2292, 0.2290, 0.2177, 0.2194, 0.2254]}



(2)
{"formula": "C2H8OS", "method": "the ωB97M-V functional and the def2-TZVPD basis", "energy_ev": -15082.111, "homo_ev": -8.79, "de_lowest_kcal_mol": 100.72, "largest_force_ha_per_bohr": 0.1086, "symbols": ["O", "H", "H", "H", "C", "C", "S", "H", "H", "H", "H", "H"], "xyz": [[0.89682, 0.26337, -5.05414], [1.18039, -0.42985, -4.33998], [0.55028, 0.93542, -4.56657], [0.96263, 2.60560, 3.29229], [-1.09807, -1.37958, 1.43784], [-0.39761, -0.13935, 0.81540], [-0.00695, -0.90333, -0.87914], [-0.46274, -2.00242, 2.07036], [0.98513, 1.98775, 3.78170], [-2.05720, -1.84505, 1.29637], [0.51585, 0.10839, 1.34177], [-1.06850, 0.79904, 0.80410]], "atomic_forces_ev_per_a": [[2.41, -5.04, -0.03], [-0.81, 1.95, -2.10], [-1.60, 3.08, 2.16], [0.04, -1.17, 0.92], [3.16, 1.20, -2.34], [-2.47, 0.26, 0.67], [-1.33, -0.49, 2.93], [0.13, 0.09, -0.36], [-0.04, 1.16, -0.92], [-0.50, 0.73, -0.60], [0.03, -0.18, 0.08], [0.99, -1.59, -0.40]], "nbo_charge": [-0.9287, 0.4704, 0.4592, 0.0039, -0.1158, -0.5694, -0.1650, 0.1903, -0.0038, 0.2109, 0.2225, 0.2256]}



(3)
{"formula": "C54H37I4N7OPbS2", "method": "the ωB97M-V functional and the def2-TZVPD basis", "energy_ev": -128397.336, "homo_ev": -7.19, "de_lowest_kcal_mol": 0.00, "largest_force_ha_per_bohr": 0.0174, "symbols": ["Pb", "I", "C", "C", "C", "C", "C", "C", "C", "C", "C", "C", "C", "C", "C", "C", "C", "C", "I", "C", "C", "C", "N", "C", "C", "C", "C", "C", "C", "I", "C", "C", "C", "C", "C", "C", "N", "C", "C", "C", "C", "C", "N", "C", "C", "C", "C", "I", "C", "C", "C", "C", "N", "H", "H", "H", "H", "H", "H", "H", "H", "H", "H", "H", "H", "H", "H", "H", "H", "H", "H", "H", "H", "H", "H", "H", "H", "N", "C", "S", "N", "N", "C", "C", "C", "C", "C", "C", "C", "O", "H", "H", "H", "H", "H", "H", "H", "C", "S", "C", "H", "H", "H", "H", "H", "H"], "xyz": [[-0.32234, -0.00285, 0.05149], [9.36461, -2.48952, 0.13959], [7.37799, -1.87947, 0.07186], [7.02263, -0.63105, 0.56200], [5.69465, -0.23632, 0.51451], [4.71481, -1.07037, -0.01805], [5.09195, -2.31856, -0.50172], [6.41768, -2.72536, -0.46217], [3.30153, -0.59011, -0.04412], [2.68573, -0.41144, -1.27989], [3.27014, -0.76997, -2.54775], [2.33017, -0.56249, -3.49517], [1.18908, 0.00804, -2.83170], [0.06847, 0.54473, -3.46740], [-0.12144, 0.33086, -4.92597], [0.76339, 0.84553, -5.86838], [0.55389, 0.64211, -7.22374], [-0.55502, -0.08168, -7.64042], [-0.87281, -0.39747, -9.67028], [-1.45460, -0.58983, -6.71563], [-1.23621, -0.37936, -5.36200], [-0.85329, 1.36417, -2.82115], [-0.87075, 1.62429, -1.48509], [-1.81239, 2.59759, -1.28044], [-2.17979, 3.14096, -0.05756], [-3.27043, 4.16194, -0.06652], [-2.98463, 5.51650, 0.04115], [-4.00531, 6.45701, 0.03964], [-5.32139, 6.03312, -0.06802], [-6.85740, 7.43488, -0.07356], [-5.62436, 4.68297, -0.17308], [-4.59506, 3.75413, -0.17169], [-1.71046, 2.73764, 1.19163], [-2.25298, 3.19098, 2.44212], [-1.64142, 2.48668, 3.42257], [-0.68977, 1.62244, 2.78366], [-0.73341, 1.80965, 1.42763], [0.22449, 0.79776, 3.43679], [1.28084, 0.17351, 2.78032], [2.35892, -0.52580, 3.41174], [3.24875, -0.83235, 2.43937], [2.69563, -0.37548, 1.19714], [1.49727, 0.24142, 1.42687], [0.07594, 0.62062, 4.90508], [1.01205, 1.12122, 5.80272], [0.84606, 0.95244, 7.16915], [-0.26803, 0.27458, 7.64261], [-0.52054, 0.00841, 9.68878], [-1.21522, -0.22807, 6.76228], [-1.03820, -0.05078, 5.39885], [-2.39073, 2.97308, -2.54523], [-1.81837, 2.19762, -3.49067], [1.41929, 0.06885, -1.48812], [7.77169, 0.03004, 0.97402], [5.41269, 0.73821, 0.89253], [4.33936, -2.98201, -0.90774], [6.69524, -3.69990, -0.83961], [4.26655, -1.14627, -2.69270], [2.41504, -0.75597, -4.55031], [1.61446, 1.42917, -5.54217], [1.24439, 1.05247, -7.94645], [-2.32129, -1.14578, -7.04464], [-1.93333, -0.76370, -4.62553], [-1.95492, 5.83865, 0.12701], [-3.77456, 7.50950, 0.12138], [-6.65224, 4.35778, -0.25211], [-4.81030, 2.69603, -0.24461], [-3.00914, 3.94882, 2.55059], [-1.79175, 2.57035, 4.48495], [2.43600, -0.74273, 4.46316], [4.18974, -1.34365, 2.54770], [1.87296, 1.66193, 5.43111], [1.57648, 1.35172, 7.85803], [-2.08236, -0.75657, 7.13343], [-1.76303, -0.44715, 4.70101], [-3.12730, 3.74534, -2.68541], [-1.99395, 2.21459, -4.55240], [-4.60817, -0.03071, -1.62345], [-3.39572, -0.45781, -1.17492], [-3.00141, -0.10291, 0.47970], [-2.62962, -1.05934, -2.04354], [-1.44068, -1.48133, -1.46934], [-0.79455, -2.34985, -2.16600], [0.42268, -2.99455, -1.74718], [1.01865, -3.90280, -2.63754], [2.11493, -4.64888, -2.27755], [2.62650, -4.49758, -0.98099], [2.07718, -3.60202, -0.09676], [0.95788, -2.81956, -0.45334], [0.45326, -2.00754, 0.43842], [-5.28757, 0.30100, -0.96567], [-4.90471, -0.34067, -2.53272], [-1.24228, -2.66386, -3.10972], [0.58045, -4.01350, -3.62300], [2.55822, -5.35166, -2.96735], [3.47251, -5.09807, -0.66769], [2.47694, -3.47048, 0.90150], [-3.12773, -2.45329, 3.48175], [-1.67935, -2.46973, 2.40627], [-0.72372, -3.75482, 3.22524], [-3.80620, -3.27289, 3.24905], [-3.65680, -1.51474, 3.32509], [-2.83242, -2.52265, 4.52872], [-0.47487, -3.47960, 4.25071], [0.19655, -3.86532, 2.65423], [-1.25990, -4.70316, 3.22083]], "atomic_forces_ev_per_a": [[-0.24, 0.37, -0.27], [0.14, -0.03, 0.00], [-0.11, 0.03, 0.00], [-0.01, -0.04, -0.02], [0.05, 0.00, 0.00], [0.00, 0.07, 0.00], [0.03, 0.00, -0.09], [0.00, 0.03, 0.04], [0.01, -0.06, -0.07], [-0.03, -0.03, 0.00], [0.01, -0.02, 0.05], [0.01, 0.01, -0.02], [0.00, 0.04, 0.05], [0.02, 0.04, -0.03], [0.01, -0.03, 0.01], [-0.01, 0.02, -0.02], [-0.06, -0.04, 0.01], [0.06, 0.04, 0.12], [-0.03, -0.02, -0.15], [-0.01, -0.01, 0.01], [0.01, -0.04, -0.04], [0.03, 0.02, -0.03], [-0.05, 0.13, 0.08], [0.04, -0.10, 0.00], [-0.11, 0.04, 0.04], [0.04, -0.04, -0.01], [-0.01, 0.01, 0.01], [-0.02, -0.03, 0.00], [0.09, -0.08, -0.01], [-0.10, 0.10, 0.00], [0.01, 0.01, 0.00], [0.00, 0.04, 0.01], [0.16, -0.08, -0.03], [-0.02, 0.04, 0.01], [0.00, 0.00, 0.03], [0.10, 0.02, -0.08], [-0.17, 0.14, 0.14], [-0.09, 0.04, 0.02], [-0.01, 0.08, -0.13], [0.01, -0.05, 0.07], [0.07, -0.02, 0.03], [-0.08, 0.08, -0.08], [0.23, 0.01, 0.24], [-0.04, -0.02, -0.03], [0.02, 0.03, 0.01], [-0.04, -0.02, 0.01], [0.03, 0.01, -0.13], [-0.02, -0.01, 0.14], [0.03, 0.01, 0.01], [0.01, -0.01, 0.04], [0.00, 0.02, 0.00], [0.00, 0.00, -0.03], [0.14, -0.02, 0.01], [0.02, 0.01, 0.01], [-0.01, 0.02, 0.00], [0.18, 0.17, 0.00], [0.01, -0.01, -0.01], [0.07, -0.02, 0.01], [-0.01, 0.02, -0.04], [0.03, 0.00, 0.02], [0.01, 0.00, -0.03], [-0.01, -0.01, -0.01], [-0.03, 0.00, 0.00], [0.03, 0.01, 0.00], [0.00, 0.03, 0.00], [-0.02, 0.00, 0.00], [-0.01, -0.03, -0.01], [-0.05, 0.03, 0.01], [-0.01, -0.01, 0.06], [-0.01, 0.01, 0.04], [0.04, -0.02, 0.01], [0.02, 0.00, -0.01], [0.02, 0.01, 0.02], [-0.01, 0.00, 0.01], [-0.02, -0.01, -0.03], [-0.04, 0.03, 0.01], [0.00, 0.00, -0.04], [0.09, 0.11, 0.01], [0.00, -0.03, -0.18], [0.08, -0.16, 0.08], [0.18, 0.03, 0.57], [-0.03, -0.03, -0.89], [-0.16, 0.04, 0.17], [-0.08, 0.01, -0.17], [0.01, 0.03, 0.04], [-0.01, 0.05, 0.12], [-0.13, -0.21, -0.08], [-0.20, -0.04, 0.04], [0.04, -0.04, 0.06], [-0.06, -0.42, 0.21], [-0.02, -0.06, 0.00], [-0.04, -0.02, 0.00], [0.01, -0.07, 0.02], [0.00, -0.01, -0.02], [0.02, -0.03, -0.02], [0.02, -0.02, 0.00], [0.02, -0.01, 0.01], [-0.04, -0.07, 0.02], [-0.03, 0.03, 0.06], [0.03, -0.01, 0.02], [0.01, -0.05, 0.01], [0.01, 0.03, -0.05], [0.01, 0.03, 0.04], [0.00, 0.03, 0.01], [0.02, 0.00, -0.02], [0.00, -0.01, 0.00]], "lowdin_charge": [1.3334, 0.8673, -0.7479, -0.1423, -0.0236, -0.1913, -0.0289, -0.1362, -0.0589, -0.2088, 0.0270, 0.0183, -0.2359, -0.0718, -0.1952, -0.0296, -0.1432, -0.7490, 0.8686, -0.1411, -0.0250, -0.2435, 0.0367, -0.2336, -0.0923, -0.2184, -0.0171, -0.1436, -0.7488, 0.8679, -0.1405, -0.0187, -0.2713, 0.0191, 0.0236, -0.2423, 0.0027, -0.0699, -0.2328, 0.0240, 0.0152, -0.2323, 0.0417, -0.1928, -0.0273, -0.1433, -0.7475, 0.8700, -0.1378, -0.0195, 0.0245, 0.0257, 0.0590, 0.0937, 0.1280, 0.0831, 0.0945, 0.1150, 0.1134, 0.1257, 0.0936, 0.0938, 0.1029, 0.1272, 0.0931, 0.0930, 0.1070, 0.1181, 0.1183, 0.1149, 0.1195, 0.1265, 0.0935, 0.0943, 0.0944, 0.1185, 0.1180, 0.0765, -0.8296, 0.6860, 0.0079, -0.1071, -0.0708, -0.1475, -0.0396, -0.0851, -0.1023, -0.0247, -0.3444, -0.2469, 0.0713, 0.0976, 0.1294, 0.1143, 0.0984, 0.1096, 0.1233, -0.4187, 0.7196, -0.3903, 0.0352, 0.0176, 0.0258, 0.0342, 0.0201, 0.0375]}